{
  "formula": "C3H5NO3",
  "method": "ωB97M-V with the def2-TZVPD basis set",
  "species": ["C", "N", "H", "O", "H", "C", "C", "O", "H", "O", "H", "H"],
  "positions_angstrom": [[0.44173, -0.28999, 1.15718], [0.65594, 1.05269, 1.18173], [0.79493, -1.95976, -0.13147], [-0.63267, 1.20446, -1.44869], [-2.20871, -0.01861, -1.88606], [-1.22746, 0.15438, -1.42374], [0.50163, -0.91849, -0.24061], [0.24872, -0.96929, 2.14680], [0.50118, 1.51871, 2.06347], [-0.80371, -0.96597, -0.84523], [0.53359, 1.58174, 0.32852], [1.19485, -0.38986, -0.90190]],
  "relative_energy_ev": 0.664,
  "total_energy_ha": -397.8123,
  "smiles": "NC(=O)COC=O",
  "e_homo_ev": -10.089,
  "gap_ev": 10.91
}